Formula: C39H40CrN2O7
Source: the Open Molecules 2025 dataset
Level of theory: the ωB97M-V functional and the def2-TZVPD basis

Summary:
Highest occupied orbital energy (spin up / spin down), eV: -4.7889 / -4.5557
Orbital gap (spin up / spin down), eV: 7.275 / 7.058
Charge: -1
E_LUMO (spin up / spin down), eV: 2.487 / 2.503
Spin multiplicity: 2

```
89
Properties=species:S:1:pos:R:3:forces:R:3
Cr 0.9350 -0.6169 0.4974 -0.1 -0.2 -0.1
C 5.1205 0.2331 0.1463 0.0 0.0 0.0
O 3.8320 0.7941 0.1245 0.1 0.1 0.1
C 3.4140 1.4067 -0.9995 0.0 0.0 -0.1
C 4.2255 1.6799 -2.0952 0.0 0.0 0.1
C 3.7108 2.3708 -3.1855 0.0 0.0 0.0
C 2.3929 2.7926 -3.1902 0.0 0.0 0.0
C 1.5792 2.5007 -2.1040 0.0 0.0 0.0
C 2.0735 1.8059 -1.0155 0.1 0.0 -0.1
N 1.2117 1.4244 0.0648 0.2 -0.4 -0.1
N 0.4527 2.3582 0.3986 0.0 0.2 0.1
C -0.5031 2.2203 1.3780 -0.1 0.0 0.1
C -0.6881 1.0839 2.1879 0.0 0.1 -0.1
O -0.0447 -0.0156 2.0557 0.0 -0.1 0.2
C -1.6560 1.1619 3.2489 0.0 0.0 0.0
C -2.4163 2.2616 3.4371 0.0 0.0 0.0
C -2.2778 3.4156 2.6072 0.0 0.0 0.0
C -3.0848 4.5545 2.7967 0.0 0.0 0.0
C -2.9382 5.6625 2.0043 0.0 0.0 0.0
C -1.9599 5.6579 0.9951 0.0 0.0 0.0
C -1.1622 4.5613 0.7915 0.0 0.0 0.0
C -1.3041 3.4010 1.5870 0.0 0.0 0.0
H 5.2361 -0.5299 -0.6303 0.0 0.0 0.0
H 5.2203 -0.2351 1.1220 0.0 0.0 0.0
H 5.8954 0.9964 0.0189 0.0 0.0 0.0
H 5.2559 1.3546 -2.1011 0.0 0.0 0.0
H 4.3496 2.5660 -4.0385 0.0 0.0 0.0
H 1.9840 3.3151 -4.0453 0.0 0.0 0.0
H 0.5309 2.7623 -2.1101 0.0 0.0 0.0
H -1.7577 0.2827 3.8727 0.0 0.0 0.0
H -3.1531 2.2864 4.2334 0.0 0.0 0.0
H -3.8297 4.5357 3.5852 0.0 0.0 0.0
H -3.5663 6.5321 2.1519 0.0 0.0 0.0
H -1.8340 6.5317 0.3670 0.0 0.0 0.0
H -0.4084 4.5674 0.0167 0.0 0.0 0.0
C -0.6944 -3.9756 2.6296 0.0 -0.1 0.0
C 0.4148 -3.0722 2.1398 0.1 -0.1 0.1
O 0.2269 -2.5258 1.0521 -0.1 0.4 -0.1
C 1.6331 -2.9318 2.9147 0.0 0.0 0.0
C 1.9079 -3.8820 3.9191 0.0 0.0 0.0
C 3.0821 -3.8891 4.6266 0.0 0.0 0.0
C 4.0331 -2.8925 4.3442 0.0 0.0 0.0
C 3.7985 -1.9419 3.3913 0.0 0.0 0.0
C 2.5905 -1.9055 2.6259 0.0 0.0 0.1
O 2.4470 -0.9600 1.7817 0.0 0.0 -0.1
H -1.6079 -3.6837 2.1176 0.0 0.0 0.0
H -0.8276 -3.9045 3.7075 0.0 0.0 0.0
H -0.4740 -5.0156 2.3777 0.0 0.0 0.0
H 1.1725 -4.6509 4.1223 0.0 0.0 0.0
H 3.2720 -4.6417 5.3800 0.0 0.0 0.0
H 4.9677 -2.8727 4.8945 0.0 0.0 0.0
H 4.5222 -1.1618 3.1894 0.0 0.0 0.0
C -6.9750 0.4640 -2.1867 0.0 0.0 0.0
C -5.4794 0.3502 -2.0439 0.0 0.0 0.0
C -4.6548 1.4491 -2.2312 0.0 0.0 0.0
C -3.2713 1.3562 -2.0997 0.0 0.0 0.0
C -2.4132 2.5787 -2.2949 0.0 0.0 0.0
C -2.7009 0.1306 -1.7565 0.0 -0.1 0.0
C -3.5145 -0.9899 -1.5526 0.0 0.1 0.0
C -2.9237 -2.3207 -1.1708 0.0 0.0 0.0
C -4.8897 -0.8636 -1.7106 0.0 0.0 0.0
C -1.1929 0.0269 -1.5844 0.0 0.1 0.1
O -0.4575 0.2787 -2.5356 0.0 -0.1 0.0
O -0.8531 -0.3035 -0.3942 0.0 -0.2 -0.1
H -7.2586 1.4447 -2.5707 0.0 0.0 0.0
H -7.4769 0.3242 -1.2259 0.0 0.0 0.0
H -7.3656 -0.2922 -2.8710 0.0 0.0 0.0
H -5.0950 2.4085 -2.4884 0.0 0.0 0.0
H -3.0094 3.4162 -2.6600 0.0 0.0 0.0
H -1.6067 2.3715 -2.9978 0.0 0.0 0.0
H -1.9546 2.8793 -1.3474 0.0 0.0 0.0
H -2.1500 -2.6229 -1.8773 0.0 0.0 0.0
H -3.6956 -3.0924 -1.1520 0.0 0.0 0.0
H -2.4388 -2.2641 -0.1958 0.0 0.0 0.0
H -5.5178 -1.7382 -1.5627 0.0 0.0 0.0
C 0.9038 -3.1005 -2.1391 0.0 0.0 0.0
C 2.1458 -2.3247 -1.6995 0.0 -0.1 0.1
C 3.0593 -3.2137 -0.8520 0.0 0.0 0.0
C 2.8870 -1.7948 -2.9274 0.0 0.0 0.0
O 1.7532 -1.2137 -0.9464 0.1 0.4 -0.2
H 1.1835 -4.0722 -2.5576 0.0 0.0 0.0
H 0.3547 -2.5324 -2.8927 0.0 0.0 0.1
H 0.2533 -3.2592 -1.2794 0.0 0.0 0.0
H 3.5398 -3.9817 -1.4654 0.0 0.0 0.0
H 2.4879 -3.7034 -0.0596 0.0 0.0 0.0
H 3.8300 -2.6013 -0.3785 0.0 0.0 0.0
H 3.0674 -2.5923 -3.6542 0.0 0.0 0.0
H 3.8487 -1.3616 -2.6392 0.0 0.0 0.0
H 2.2804 -1.0127 -3.3869 0.0 0.0 0.0
```
Positions in Å, forces in eV/Å.

Here are the Mulliken charges for atoms 1 to 8, given in e:
1. Cr 0.379
2. C -0.802
3. O -0.336
4. C 0.332
5. C -0.541
6. C -0.781
7. C -0.952
8. C 0.182